Entry 1:
# C16H14I2N4O2RuS6Sb

A molecular structure, C16H14I2N4O2RuS6Sb (ωB97M-V/def2-TZVPD, the Open Molecules 2025 dataset).

Cartesian coordinates (Å):
Ru  0.282  1.155  -0.237
S  -4.792  5.635  0.639
Sb  -3.627  4.329  -1.014
S  -0.799  2.882  0.857
S  -2.794  2.531  0.705
S  -1.815  5.700  -1.129
N  -2.260  -3.405  3.332
C  -1.918  -2.863  2.095
C  -0.923  -3.454  1.309
C  -0.559  -2.892  0.104
C  -1.198  -1.734  -0.335
C  -2.223  -1.166  0.406
C  -2.578  -1.735  1.615
S  -0.500  -0.934  -1.729
O  0.908  -0.646  -1.274
O  -0.618  -1.716  -2.920
N  -1.236  0.497  -1.664
C  -0.951  1.431  -2.685
N  0.103  1.226  -3.472
C  0.368  2.163  -4.372
C  -0.384  3.308  -4.482
C  -1.447  3.417  -3.602
N  -1.751  2.484  -2.722
H  -1.522  -3.954  3.751
H  -2.592  -2.715  3.991
H  -0.406  -4.333  1.673
H  0.254  -3.316  -0.470
H  -2.698  -0.250  0.072
H  -3.345  -1.265  2.219
H  1.226  1.980  -5.011
H  -0.154  4.084  -5.195
H  -2.073  4.299  -3.589
S  2.301  1.803  0.467
C  3.045  0.249  0.925
C  3.495  -0.627  -0.059
C  4.042  -1.850  0.301
C  4.139  -2.208  1.641
C  3.694  -1.331  2.622
C  3.154  -0.102  2.266
H  3.388  -0.357  -1.106
H  4.379  -2.530  -0.469
H  4.555  -3.167  1.918
H  3.754  -1.601  3.668
H  2.803  0.578  3.031
I  -0.479  1.185  2.928
I  -0.248  -0.787  5.000

Forces on the atoms, in the same order (eV/Å):
Ru -0.6 0.4 0.3
S 0.1 0.1 -0.1
Sb -0.1 -0.3 0.2
S 0.5 -0.1 -0.1
S -0.3 0.0 -0.2
S 0.1 0.2 0.1
N 0.0 -0.1 -0.2
C -0.1 -0.1 0.2
C 0.0 0.0 -0.1
C 0.0 0.1 0.1
C 0.0 -0.1 0.0
C -0.1 0.1 0.1
C -0.1 0.1 0.0
S -0.1 0.1 -0.1
O 0.0 0.0 0.0
O 0.1 0.0 0.1
N 0.3 0.0 -0.1
C 0.0 -0.5 0.0
N 0.1 -0.2 0.1
C 0.2 -0.1 -0.1
C 0.0 0.1 -0.1
C -0.1 0.4 -0.3
N -0.3 0.1 0.2
H -0.1 0.1 0.0
H 0.0 0.0 0.0
H 0.0 0.0 0.0
H 0.0 0.0 0.0
H 0.0 -0.1 0.0
H 0.0 0.0 0.0
H 0.0 0.0 0.0
H 0.0 0.0 0.0
H 0.0 0.1 -0.1
S 0.2 0.0 0.1
C 0.0 0.0 -0.1
C 0.1 0.0 -0.2
C 0.0 0.1 0.1
C -0.1 0.1 0.0
C 0.0 0.0 -0.1
C 0.0 -0.1 0.0
H 0.1 0.0 0.2
H 0.0 0.0 0.0
H 0.0 -0.1 0.0
H 0.0 0.0 0.0
H 0.0 0.0 0.0
I 0.1 -0.3 0.1
I 0.0 0.1 0.0

Summary:
LUMO energy (alpha / beta) = 1.262 / 0.227 eV
gap between HOMO and LUMO (alpha / beta) = 6.22 / 5.05 eV
expectation value of S² = 6.04
multiplicity = 5
energy relative to the best compared isomer or geometry (same formula, charge and spin) = 47.7 kcal/mol
charge = -1

=====

Entry 2:
# C16H14N2O3

2 unconnected molecules or ions with the total composition C16H14N2O3 in a non-equilibrium geometry (ωB97M-V/def2-TZVPD, the Open Molecules 2025 dataset).

Cartesian coordinates (Å):
C  3.516  -0.129  1.956
O  2.148  0.189  2.305
C  1.251  -0.749  2.358
C  -0.125  -0.419  2.163
C  -1.108  -1.440  2.024
C  -2.428  -1.112  1.753
C  -2.811  0.230  1.599
C  -1.850  1.250  1.715
C  -0.525  0.944  2.014
H  4.013  0.836  1.836
H  3.989  -0.698  2.755
H  3.517  -0.678  1.008
H  1.555  -1.798  2.439
H  -0.759  -2.477  2.068
H  -3.174  -1.904  1.633
H  -3.848  0.482  1.379
H  -2.134  2.291  1.553
H  0.254  1.708  2.055
C  1.276  -0.415  5.420
N  2.492  -0.672  4.870
O  3.372  0.236  4.767
O  2.723  -1.821  4.373
C  0.424  -1.443  5.922
C  0.841  -2.796  5.998
C  -0.022  -3.790  6.441
C  -1.312  -3.464  6.873
C  -2.243  -4.493  7.258
N  -3.022  -5.320  7.554
C  -1.715  -2.118  6.903
C  -0.858  -1.124  6.463
H  1.052  0.635  5.602
H  1.854  -3.040  5.709
H  0.322  -4.825  6.459
H  -2.706  -1.870  7.287
H  -1.131  -0.070  6.546

Forces on the atoms, in the same order (eV/Å):
C 0.8 -0.3 -0.1
O -1.5 -1.0 -0.4
C 0.8 0.8 -0.1
C -1.2 0.8 0.0
C 1.0 0.3 0.0
C -0.3 0.1 -0.1
C 0.7 -0.2 0.2
C 0.2 -0.1 0.1
C 0.1 -0.7 -0.3
H -0.2 -0.2 0.1
H -0.2 0.0 0.0
H -0.1 0.2 0.2
H 0.2 0.3 0.0
H -0.4 0.3 0.2
H 0.3 0.3 0.1
H 0.3 -0.1 0.0
H 0.1 -0.3 0.1
H -0.4 -0.1 0.1
C 0.3 0.6 -0.3
N 0.1 0.5 0.0
O -1.0 -0.5 0.0
O 0.6 0.2 0.0
C -0.5 -0.8 0.5
C -0.5 -0.2 0.1
C 0.2 0.2 0.1
C -0.2 0.1 -0.1
C -1.6 -1.7 0.6
N 1.8 1.8 -0.7
C 0.1 0.0 0.0
C 0.6 -0.1 -0.3
H 0.3 -0.3 0.1
H -0.3 -0.1 0.0
H -0.2 0.3 0.0
H 0.3 0.0 -0.1
H -0.1 -0.3 -0.1

Summary:
LUMO energy = -2.259 eV
gap between HOMO and LUMO = 4.79 eV
energy relative to the best compared isomer or geometry (same formula, charge and spin) = 162.3 kcal/mol

=====

Entry 3:
# C16H14N2O3S

A single C16H14N2O3S molecule (ωB97M-V/def2-TZVPD, the Open Molecules 2025 dataset).

Cartesian coordinates (Å):
C  -2.490  -0.769  2.927
C  -2.338  -0.145  1.558
O  -3.162  -0.331  0.694
C  -1.111  0.673  1.348
C  0.021  0.486  2.140
C  1.185  1.193  1.910
C  1.232  2.116  0.879
C  0.126  2.322  0.079
C  -1.050  1.606  0.292
O  -2.187  1.820  -0.423
C  -2.112  2.018  -1.815
C  -1.734  0.725  -2.552
H  -2.327  -0.106  -2.162
H  -1.891  0.849  -3.626
O  -0.348  0.450  -2.364
C  -0.019  -0.521  -1.512
N  -0.918  -1.395  -1.099
C  -0.559  -2.293  -0.194
N  0.616  -2.411  0.379
C  1.539  -1.565  -0.063
C  1.312  -0.591  -1.050
C  2.474  0.176  -1.335
C  3.527  -0.208  -0.582
S  3.170  -1.505  0.514
H  4.521  0.193  -0.589
H  2.498  0.959  -2.069
H  -1.328  -2.988  0.112
H  -1.409  2.816  -2.085
H  -3.121  2.312  -2.110
H  0.180  3.047  -0.719
H  2.135  2.680  0.696
H  2.053  1.022  2.529
H  0.004  -0.245  2.932
H  -3.509  -1.132  3.035
H  -1.812  -1.616  3.015
H  -2.267  -0.053  3.713

Forces on the atoms, in the same order (eV/Å):
C -0.3 -0.1 -0.1
C -0.1 -0.1 0.3
O -0.1 -0.1 0.1
C 0.0 0.3 -0.6
C -0.1 0.1 -0.1
C 0.1 0.0 0.1
C -0.1 0.0 0.1
C -0.2 0.1 -0.1
C 0.2 0.0 0.4
O 0.2 0.2 0.3
C 0.2 -0.4 -0.5
C -0.7 0.4 0.2
H 0.0 0.2 -0.2
H 0.0 0.0 0.1
O 0.3 0.0 -0.1
C 0.3 -0.7 0.5
N 0.0 0.6 -0.7
C 0.1 -0.2 0.2
N 0.1 -0.5 0.5
C -0.1 0.5 -0.5
C -0.3 -0.4 0.3
C 0.3 0.1 0.0
C -0.1 -0.1 0.1
S -0.1 0.1 -0.2
H 0.2 0.1 -0.1
H 0.1 0.2 -0.1
H -0.1 -0.1 0.1
H -0.1 0.0 0.0
H 0.1 0.0 -0.1
H 0.0 0.1 -0.1
H 0.1 0.0 0.0
H 0.1 0.0 0.1
H 0.0 -0.1 0.1
H 0.0 0.0 0.0
H 0.1 -0.1 0.1
H 0.1 0.0 0.1

Summary:
LUMO energy = 0.507 eV
gap between HOMO and LUMO = 9.14 eV
energy relative to the best compared isomer or geometry (same formula, charge and spin) = 33.2 kcal/mol

=====

Entry 4:
# C16H14N4O

A single C16H14N4O molecule in a non-equilibrium geometry (ωB97M-V/def2-TZVPD, the Open Molecules 2025 dataset).

Cartesian coordinates (Å):
O  -1.186  -1.797  -0.763
N  1.388  2.510  -2.717
C  -1.342  -0.814  -0.068
C  2.684  2.570  -2.754
C  3.460  3.723  -3.345
C  4.817  3.617  -3.185
C  5.452  2.325  -2.752
C  1.222  1.306  -1.913
C  4.676  1.381  -2.248
C  2.387  0.792  -1.467
C  -0.233  0.090  -0.189
C  -0.011  0.729  -1.415
C  -4.105  -3.563  3.377
C  -3.739  -4.013  2.077
C  -3.885  -2.238  3.803
C  -3.053  -3.126  1.372
C  -3.272  -1.234  3.003
C  -2.828  -1.721  1.755
N  3.330  1.563  -2.118
N  -2.918  0.098  3.354
N  -2.243  -0.760  0.948
H  2.931  4.604  -3.858
H  5.397  4.505  -3.504
H  6.496  1.967  -2.749
H  5.106  0.415  -1.905
H  2.510  -0.110  -0.831
H  0.475  0.108  0.696
H  -0.862  0.863  -2.183
H  -4.494  -4.365  4.010
H  -3.832  -4.964  1.615
H  -4.298  -2.139  4.811
H  -2.598  -3.384  0.435
H  -3.237  0.516  4.231
H  -1.959  0.370  3.192
H  -2.236  0.173  1.285

Forces on the atoms, in the same order (eV/Å):
O -1.0 -1.2 -0.6
N -0.8 -3.0 1.8
C 0.3 -3.0 0.1
C 0.4 3.3 -2.1
C 0.0 -1.4 0.8
C 0.4 0.0 -0.9
C 0.2 1.5 -0.3
C -1.0 1.5 0.8
C 0.3 -1.5 0.9
C 0.2 -0.6 -0.7
C 1.8 3.7 -1.9
C -2.3 -0.2 0.8
C 0.0 -0.6 -1.0
C -0.1 0.9 2.4
C -0.7 -1.2 0.4
C 2.0 4.4 -2.0
C 0.6 -1.4 -0.1
C -1.3 -1.9 0.6
N 0.9 -0.7 0.9
N -0.8 0.2 0.6
N 1.0 1.2 -0.8
H 0.8 -1.6 1.2
H 0.0 -1.0 0.2
H -0.3 1.3 -0.5
H -0.6 0.8 -0.2
H 0.4 1.0 -0.9
H -0.7 0.1 -1.4
H 1.1 -0.8 1.5
H -0.2 0.9 0.3
H -0.4 -1.0 0.4
H 0.5 0.9 -0.2
H -0.1 -0.1 -0.4
H 0.0 -0.8 -0.5
H 0.0 -0.3 0.0
H -0.6 0.6 0.8

Summary:
LUMO energy = 0.334 eV
gap between HOMO and LUMO = 8.23 eV
energy relative to the best compared isomer or geometry (same formula, charge and spin) = 55.2 kcal/mol

=====

Entry 5:
# C16H14N4O3S

A single C16H14N4O3S molecule in a non-equilibrium geometry (ωB97M-V/def2-TZVPD, the Open Molecules 2025 dataset).

Cartesian coordinates (Å):
O  -2.754  0.544  -5.740
C  -2.066  0.814  -4.587
C  -1.348  -0.146  -3.890
C  -0.673  0.192  -2.734
C  -0.711  1.504  -2.257
C  -1.442  2.468  -2.956
C  -2.116  2.136  -4.116
O  -2.817  3.078  -4.792
H  -3.216  2.660  -5.568
H  -1.488  3.487  -2.607
C  -0.012  1.885  -1.053
N  0.746  1.037  -0.468
N  1.430  1.317  0.652
C  2.172  0.326  1.262
N  2.789  0.774  2.305
N  2.463  2.079  2.388
C  1.619  2.474  1.396
S  1.040  3.997  1.205
H  2.817  2.664  3.127
C  2.204  -1.074  0.744
H  2.374  -1.042  -0.336
O  0.971  -1.737  0.888
C  0.547  -2.103  2.139
C  -0.698  -2.731  2.182
C  -1.219  -3.159  3.385
C  -0.510  -2.969  4.561
C  0.721  -2.343  4.517
C  1.257  -1.907  3.316
H  2.215  -1.411  3.315
H  1.281  -2.187  5.428
H  -0.918  -3.304  5.502
H  -2.184  -3.644  3.406
H  -1.234  -2.869  1.256
H  3.019  -1.616  1.237
H  -0.163  2.901  -0.699
H  -0.119  -0.548  -2.182
H  -1.322  -1.162  -4.260
H  -2.653  -0.387  -5.967

Forces on the atoms, in the same order (eV/Å):
O 0.0 0.1 0.1
C 0.1 0.2 0.2
C -0.1 0.1 -0.1
C 0.0 0.2 0.1
C -0.4 -0.4 -0.7
C 0.0 -0.2 0.0
C 0.1 -0.6 -0.1
O -0.1 0.1 -0.1
H 0.0 0.1 0.1
H 0.0 0.2 0.1
C 0.4 0.4 0.7
N -0.5 -0.3 -1.0
N 0.6 0.7 1.3
C 0.1 -0.1 0.2
N 0.3 -0.7 0.0
N -0.5 -0.2 -0.8
C 0.1 0.2 0.2
S -0.3 0.6 -0.1
H -0.1 0.0 -0.1
C 0.2 0.0 0.0
H 0.1 0.0 0.2
O -0.2 -0.1 0.0
C -0.2 -0.1 0.1
C 0.1 0.1 -0.1
C 0.0 0.0 -0.1
C 0.0 0.0 0.2
C -0.1 -0.1 0.1
C 0.2 0.1 -0.3
H 0.0 0.0 0.0
H 0.0 0.0 0.1
H 0.0 0.0 0.1
H -0.1 0.0 0.0
H -0.1 0.0 -0.1
H -0.1 0.1 -0.1
H 0.1 -0.1 0.1
H 0.1 -0.1 0.0
H 0.0 -0.1 0.0
H 0.0 0.1 0.0

Summary:
LUMO energy = 0.078 eV
gap between HOMO and LUMO = 8.11 eV
energy relative to the best compared isomer or geometry (same formula, charge and spin) = 39.0 kcal/mol

=====

Entry 6:
# C16H14N4S2

A single C16H14N4S2 molecule in a non-equilibrium geometry (ωB97M-V/def2-TZVPD, the Open Molecules 2025 dataset).

Cartesian coordinates (Å):
N  -0.756  -1.801  -0.299
N  0.463  1.767  0.807
S  -0.772  3.158  -0.880
S  0.945  -2.014  1.894
C  -1.330  -0.724  -0.794
C  1.215  0.716  0.628
C  -5.151  -0.858  -2.549
C  5.142  0.378  2.366
C  -4.487  0.362  -2.488
C  -4.643  -2.013  -1.944
C  4.892  -0.160  1.071
C  4.195  1.142  3.006
C  -3.252  0.438  -1.913
C  -3.300  -1.973  -1.499
C  3.602  0.033  0.568
C  2.875  1.252  2.512
C  -2.604  -0.704  -1.357
C  2.522  0.751  1.213
N  -0.455  0.323  -0.723
N  0.784  -0.233  -0.274
C  -0.752  1.625  -0.006
C  0.694  -1.574  0.088
H  0.446  3.714  -0.505
H  -0.174  -1.332  2.183
H  -6.100  -0.919  -3.076
H  6.154  0.322  2.895
H  -4.796  1.254  -2.843
H  -5.053  -3.037  -1.887
H  5.613  -0.751  0.440
H  4.420  1.691  3.910
H  -2.756  1.408  -1.999
H  -2.849  -2.893  -1.181
H  3.511  -0.399  -0.441
H  2.109  1.716  3.190
H  -1.618  1.602  0.582
H  1.267  -2.268  -0.696

Forces on the atoms, in the same order (eV/Å):
N -0.7 -0.9 -0.5
N 0.2 -1.8 0.5
S 0.0 1.6 -1.4
S -0.1 0.1 -1.2
C 4.5 -2.2 2.7
C -1.0 3.2 0.3
C -1.2 -0.4 0.1
C 2.2 0.0 -0.3
C 1.0 -2.9 1.0
C 2.4 -0.1 -0.2
C -0.6 0.2 0.9
C -1.6 0.1 -0.4
C 1.9 -0.6 1.0
C -0.8 2.2 0.6
C -0.1 0.2 -0.7
C -0.9 0.2 -0.7
C -4.0 -1.2 -2.1
C 4.1 -1.9 1.8
N -1.0 1.9 -1.2
N 1.3 3.6 0.3
C 3.6 -1.2 0.1
C -2.6 -3.1 -2.1
H -1.0 -0.9 -0.2
H 0.0 -0.1 0.2
H 0.0 0.1 0.2
H -1.4 -0.2 -1.1
H -1.7 2.4 -1.5
H -0.5 1.0 -0.5
H -0.7 0.8 1.1
H 0.1 -0.3 0.2
H 0.1 -0.3 0.4
H 0.4 0.0 0.3
H -0.7 0.3 0.4
H 0.7 -0.3 -1.1
H -1.5 -0.4 0.8
H -0.6 1.3 2.3

Summary:
LUMO energy = -0.083 eV
gap between HOMO and LUMO = 8.16 eV
energy relative to the best compared isomer or geometry (same formula, charge and spin) = 40.7 kcal/mol

=====

Entry 7:
# C16H15BiN2O2S2Se

A molecular structure, C16H15BiN2O2S2Se (ωB97M-V/def2-TZVPD, the Open Molecules 2025 dataset).

Cartesian coordinates (Å):
Bi  -0.490  1.486  1.050
O  0.414  -0.831  2.272
C  -0.395  -1.319  1.417
O  -1.595  -1.015  1.332
C  0.219  -2.109  0.291
C  0.533  -3.456  0.390
C  1.120  -4.124  -0.676
C  1.402  -3.433  -1.846
C  1.107  -2.081  -1.947
C  0.516  -1.405  -0.881
S  0.210  0.333  -1.130
H  0.308  -3.984  1.309
H  1.352  -5.178  -0.594
H  1.852  -3.946  -2.686
H  1.329  -1.544  -2.862
Se  -1.070  3.658  -0.389
C  -2.892  3.105  -0.095
C  -3.754  3.904  0.657
C  -5.051  3.485  0.901
C  -5.497  2.257  0.421
C  -4.643  1.458  -0.318
C  -3.346  1.884  -0.590
H  -3.399  4.847  1.052
H  -5.716  4.113  1.480
H  -6.507  1.929  0.628
H  -4.975  0.498  -0.691
H  -2.698  1.270  -1.205
S  2.041  2.321  1.505
C  2.895  0.983  0.834
N  2.766  -0.277  1.169
C  3.670  -1.128  0.396
C  4.167  -0.168  -0.697
N  3.840  1.137  -0.111
H  1.974  -0.620  1.759
H  3.141  -1.988  -0.010
H  4.485  -1.474  1.035
H  3.616  -0.309  -1.629
H  5.234  -0.263  -0.885
H  3.836  1.985  -0.652

Forces on the atoms, in the same order (eV/Å):
Bi 0.1 -0.1 0.0
O 0.0 0.0 0.0
C -0.1 0.0 -0.1
O 0.0 -0.1 0.0
C 0.0 0.1 0.0
C 0.0 0.0 0.0
C 0.0 0.0 0.0
C 0.0 0.0 0.0
C 0.0 0.0 0.0
C 0.0 0.0 0.1
S 0.0 0.1 0.1
H 0.0 0.0 0.0
H 0.0 0.0 0.0
H 0.0 0.0 0.0
H 0.0 0.0 0.0
Se 0.1 0.0 0.0
C -0.1 0.0 0.0
C 0.0 0.0 0.0
C 0.0 0.0 0.0
C 0.0 0.0 0.0
C 0.1 0.0 0.0
C 0.0 0.0 0.0
H 0.0 0.0 0.0
H 0.0 0.0 0.0
H 0.0 0.0 0.0
H 0.0 0.0 0.0
H 0.0 0.0 0.0
S -0.1 0.1 -0.1
C 0.0 0.0 0.0
N 0.0 0.0 0.0
C 0.0 0.0 0.0
C 0.0 0.0 0.0
N 0.0 0.0 0.0
H 0.0 0.0 0.0
H 0.0 0.0 0.0
H 0.0 0.0 0.0
H 0.0 0.0 0.0
H 0.0 0.0 0.0
H 0.0 0.0 0.0

Summary:
LUMO energy = -0.232 eV
gap between HOMO and LUMO = 8.00 eV
energy relative to the best compared isomer or geometry (same formula, charge and spin) = 0.0 kcal/mol

=====

Entry 8:
# C16H15Br4ClO3S

3 unconnected molecules or ions with the total composition C16H15Br4ClO3S in a non-equilibrium geometry (ωB97M-V/def2-TZVPD, the Open Molecules 2025 dataset).

Cartesian coordinates (Å):
O  -1.329  -1.174  5.161
C  -2.131  -1.904  4.686
Cl  -2.223  -3.587  5.363
C  -3.065  -1.429  3.497
C  -2.103  -1.079  2.307
C  -2.354  0.030  1.398
C  -1.475  0.404  0.298
C  -0.267  -0.380  0.116
C  -0.004  -1.496  1.044
C  -0.884  -1.876  2.121
C  1.341  -2.254  0.794
O  1.487  -3.426  1.011
C  2.503  -1.332  0.273
S  4.169  -1.714  0.920
C  2.264  -0.304  -0.579
C  0.777  -0.076  -1.010
O  0.449  0.268  -2.116
H  -3.805  -2.226  3.233
H  -3.577  -0.513  3.899
H  -3.286  0.616  1.590
H  -1.667  1.269  -0.384
H  -0.588  -2.727  2.776
H  3.914  -1.772  2.278
H  3.068  0.368  -0.947
Br  -1.650  3.431  -1.560
C  -1.512  5.033  -0.462
C  -1.270  4.687  0.985
Br  -2.897  4.048  1.845
H  -2.424  5.605  -0.619
H  -0.667  5.587  -0.870
H  -0.979  5.573  1.548
H  -0.516  3.914  1.120
Br  3.707  -1.447  -3.054
C  3.314  -1.616  -4.953
C  1.934  -1.103  -5.272
Br  0.561  -2.367  -4.715
H  3.454  -2.662  -5.215
H  4.073  -1.017  -5.456
H  1.804  -0.998  -6.349
H  1.706  -0.155  -4.789

Forces on the atoms, in the same order (eV/Å):
O -0.3 -0.2 -0.1
C -0.1 0.8 -0.2
Cl -0.4 0.5 -0.7
C 0.8 -0.4 0.2
C 1.4 0.1 -1.2
C 0.6 -0.7 0.2
C 0.8 -1.8 1.0
C -1.0 -0.5 1.5
C -0.1 0.7 -0.6
C -0.5 1.8 -1.6
C -0.5 1.3 -0.1
O 0.1 0.4 0.1
C -0.2 0.2 0.7
S -0.8 0.2 0.0
C -0.9 -0.6 0.8
C 0.3 -0.7 1.1
O 0.2 0.3 0.4
H 0.6 0.8 0.2
H 0.4 -0.9 -0.5
H 1.0 -0.4 -0.3
H 0.0 -1.1 1.0
H -0.4 0.8 -0.6
H -0.2 0.0 -1.1
H -0.8 -0.5 0.2
Br 0.0 0.4 -0.2
C 0.2 -0.1 -0.2
C -0.1 0.1 0.2
Br 0.1 -0.1 0.0
H 0.1 -0.1 0.1
H 0.0 0.0 0.1
H 0.0 0.0 -0.1
H -0.1 0.0 -0.1
Br 0.1 -0.2 -0.3
C 0.2 0.2 0.0
C -0.2 -0.1 -0.1
Br 0.0 0.1 0.0
H -0.1 0.1 0.0
H -0.1 0.0 0.0
H 0.1 0.0 0.0
H 0.1 -0.1 0.1

Summary:
LUMO energy = -0.784 eV
gap between HOMO and LUMO = 8.41 eV

=====

E_tot for every record listed, in sequence, given in hartree: -4307.3853, -953.1303, -1351.5279, -912.2744, -1461.0074, -1633.3727, -4291.1897, -11998.7916.